[1]
{"formula": "C3H4S2", "method": "the ωB97M-V functional and the def2-TZVPD basis", "de_lowest_kj_mol": 395.0, "elements": ["C", "C", "C", "S", "S", "H", "H", "H", "H"], "xyz": [[1.225410, -0.373175, 0.850997], [0.976017, 0.289943, -0.205758], [-1.218637, 0.064885, -0.848704], [-2.113775, -0.778096, 0.416568], [-2.308980, 1.226944, -0.259496], [2.236391, -0.086628, 1.271212], [0.656746, -1.136998, 1.440046], [1.454658, 1.104441, -0.840743], [-0.907830, -0.311313, -1.824120]], "forces_ev_per_angstrom": [[2.4, -0.7, 2.7], [-4.4, 1.9, -3.5], [4.9, -0.9, 0.6], [0.0, 0.5, -0.5], [-0.6, 0.2, 0.3], [-0.9, -0.8, -0.1], [0.2, 1.0, -0.9], [-0.5, -1.4, 1.3], [-1.1, 0.2, 0.1]]}

---

[2]
{"formula": "C6H11N4O2S", "method": "the ωB97M-V functional and the def2-TZVPD basis", "de_lowest_kj_mol": 261.4, "total_charge": 1, "elements": ["C", "C", "C", "C", "C", "C", "N", "N", "N", "N", "O", "O", "S", "H", "H", "H", "H", "H", "H", "H", "H", "H", "H", "H"], "xyz": [[2.853197, -0.570522, -1.027440], [2.941818, 0.669891, -0.619631], [1.857251, -1.502905, -0.440892], [1.934637, 1.131156, 0.398943], [-0.873147, 1.107350, 0.047791], [1.234930, -1.017018, 0.756864], [-1.061963, 1.054913, 1.357978], [-3.263317, -1.098235, -0.226403], [-1.827105, 0.657587, -0.766451], [-3.013094, 0.309705, -0.093114], [1.583868, 0.196311, 1.275337], [0.502760, -1.014625, -0.460450], [0.455647, 1.845666, -0.692696], [3.596628, -1.070276, -1.729757], [3.545521, 1.453665, -1.080153], [1.919399, -2.524584, -0.793112], [2.248091, 1.963023, 1.083428], [0.824484, -1.719832, 1.422791], [-1.863015, 0.516170, 1.581072], [-0.562532, 1.612152, 2.063398], [-3.570964, -1.408591, 0.726273], [-4.039946, -1.313218, -0.752905], [-1.576493, -0.027733, -1.461115], [-3.846649, 0.749957, -0.569763]], "forces_ev_per_angstrom": [[1.7, -2.3, -1.2], [-0.7, 1.7, 0.0], [0.8, 0.3, -1.7], [1.1, 2.5, -0.4], [0.5, 0.8, 1.3], [-0.8, -0.9, -0.6], [0.9, 0.7, -0.5], [1.9, -0.3, 3.6], [-1.2, -0.4, 0.2], [-2.8, -0.2, -1.2], [-1.0, -1.6, 1.5], [-0.1, 0.1, 0.2], [0.9, 0.3, 0.0], [-1.1, 1.1, 0.8], [0.2, -0.5, 0.2], [0.1, -0.2, 0.6], [0.0, -0.3, -1.3], [-0.2, -0.3, 1.4], [-0.9, -0.2, 0.8], [-0.3, -0.6, -0.9], [0.8, 0.1, -1.0], [-2.0, -0.1, -2.1], [0.5, 0.1, -0.6], [1.7, 0.1, 0.6]]}

---

[3]
{"formula": "C13H8FeN4O2S", "method": "the ωB97M-V functional and the def2-TZVPD basis", "s_squared": 6.012, "multiplicity": 5, "elements": ["Fe", "O", "C", "N", "C", "O", "C", "C", "C", "C", "C", "N", "C", "C", "C", "C", "C", "N", "H", "H", "H", "H", "H", "H", "H", "H", "S", "C", "N"], "xyz": [[0.131500, 0.578895, 0.298033], [0.564962, -3.354932, -0.836565], [0.572766, -2.248476, -0.355326], [-0.135233, -1.133087, -0.730631], [-1.002259, -1.137241, -1.795591], [-1.297603, -2.043404, -2.535655], [-1.686748, 0.219646, -1.976072], [-2.638556, 0.378228, -2.964544], [-3.235525, 1.621788, -3.109496], [-2.859349, 2.655046, -2.267250], [-1.895991, 2.415883, -1.301782], [-1.324682, 1.220045, -1.162051], [1.444328, -1.981038, 0.873932], [2.183948, -3.009991, 1.423828], [2.969818, -2.735224, 2.533230], [2.988533, -1.449169, 3.047256], [2.219523, -0.472365, 2.437388], [1.463421, -0.738047, 1.372746], [-2.881132, -0.468482, -3.589724], [-3.985051, 1.781309, -3.873337], [-3.298924, 3.638937, -2.348160], [-1.561538, 3.184066, -0.616163], [2.126454, -3.988432, 0.969994], [3.561887, -3.517496, 2.989519], [3.588341, -1.193382, 3.909009], [2.194373, 0.549667, 2.793590], [0.462627, 2.514936, 1.425618], [0.611773, 3.882719, 2.367673], [0.718336, 4.829604, 3.020532]], "forces_ev_per_angstrom": [[-0.1, -0.1, 0.0], [0.0, 0.0, -0.1], [0.0, -0.1, 0.3], [0.1, 0.1, 0.0], [-0.4, 0.1, 0.1], [0.1, 0.0, 0.0], [0.2, -0.1, 0.0], [0.0, 0.1, 0.0], [0.0, -0.1, 0.0], [0.0, 0.1, 0.0], [0.0, 0.0, 0.0], [0.1, -0.2, 0.1], [-0.1, 0.0, -0.2], [0.1, 0.1, 0.1], [0.0, -0.1, -0.1], [0.0, 0.1, 0.0], [0.0, 0.0, 0.0], [-0.1, 0.0, -0.1], [0.0, 0.0, 0.0], [0.0, 0.0, 0.0], [0.0, 0.0, 0.0], [0.0, 0.0, 0.0], [0.0, 0.0, 0.0], [0.0, 0.0, 0.0], [0.0, 0.0, 0.0], [0.0, 0.0, 0.0], [0.1, 0.4, 0.1], [-0.1, -0.1, 0.0], [0.0, 0.0, 0.0]]}

---

[4]
{"formula": "C26H18ClFeN2O2", "method": "the ωB97M-V functional and the def2-TZVPD basis", "de_lowest_kj_mol": 55.5, "s_squared": 6.019, "total_charge": -1, "multiplicity": 5, "elements": ["Fe", "C", "C", "C", "C", "N", "C", "C", "C", "C", "C", "C", "C", "H", "H", "H", "H", "H", "H", "H", "H", "Cl", "C", "C", "C", "C", "C", "C", "C", "O", "O", "H", "H", "H", "H", "C", "C", "C", "C", "C", "C", "C", "C", "N", "H", "H", "H", "H", "H", "H"], "xyz": [[0.338673, -0.122680, 0.078555], [-2.952560, 1.452779, 2.666886], [-2.285474, 2.467980, 3.337396], [-1.014666, 2.827044, 2.934930], [-0.415250, 2.167040, 1.858636], [-1.073641, 1.185989, 1.220984], [-2.294964, 0.840665, 1.617124], [0.958221, 2.458734, 1.372680], [1.615057, 3.626104, 1.770271], [2.900840, 3.880478, 1.326210], [3.523390, 2.966293, 0.484832], [2.852099, 1.817333, 0.089302], [1.550529, 1.518504, 0.508137], [-3.945641, 1.135603, 2.952022], [-2.751583, 2.970050, 4.176447], [-0.475803, 3.599329, 3.463331], [-2.761766, 0.036491, 1.059102], [1.129749, 4.353935, 2.410248], [3.411905, 4.786981, 1.627561], [4.531146, 3.159205, 0.132880], [3.363301, 1.130308, -0.578672], [1.834611, -7.800335, 3.424655], [1.533273, -6.239680, 2.705423], [2.132140, -5.926694, 1.496471], [1.891721, -4.683431, 0.933224], [1.060102, -3.771431, 1.570440], [0.466138, -4.107410, 2.780575], [0.701448, -5.345154, 3.358286], [0.811438, -2.429332, 0.952044], [-0.023787, -1.649402, 1.505369], [1.426138, -2.098953, -0.084657], [2.775033, -6.646762, 1.009572], [2.345059, -4.400441, -0.007011], [-0.179989, -3.383563, 3.258169], [0.248602, -5.618400, 4.301282], [-0.504911, -0.208473, -2.016267], [-1.047485, 0.464090, -3.112151], [-2.366148, 1.012882, -3.099199], [-2.896841, 1.664875, -4.180183], [-2.159955, 1.829100, -5.365769], [-0.856092, 1.304669, -5.404138], [-0.319232, 0.652778, -4.326365], [-2.716800, 2.496951, -6.489762], [-3.169790, 3.039417, -7.403808], [0.457253, -0.701291, -2.112132], [-1.204785, -0.370777, -1.185413], [-2.961153, 0.906089, -2.198316], [-3.902805, 2.064594, -4.125571], [-0.267347, 1.424249, -6.306222], [0.690602, 0.263668, -4.387413]], "forces_ev_per_angstrom": [[0.0, 0.6, -0.2], [0.0, 0.0, 0.0], [0.0, 0.0, 0.0], [0.0, 0.0, 0.0], [0.0, 0.0, 0.0], [0.1, -0.1, 0.2], [0.0, 0.0, -0.1], [0.0, 0.0, 0.0], [0.0, 0.0, 0.0], [0.0, 0.0, 0.0], [0.0, 0.0, 0.0], [0.0, 0.0, 0.0], [0.1, 0.0, 0.2], [0.0, 0.0, 0.0], [0.0, 0.0, 0.0], [0.0, 0.0, 0.0], [0.0, 0.0, 0.0], [0.0, 0.0, 0.0], [0.0, 0.0, 0.0], [0.0, 0.0, 0.0], [0.0, 0.0, 0.0], [0.0, 0.0, 0.0], [0.0, 0.0, 0.0], [0.0, 0.0, 0.0], [0.0, 0.0, 0.0], [0.0, 0.0, 0.0], [0.0, 0.0, 0.0], [0.0, 0.0, 0.0], [0.0, 0.1, 0.0], [-0.1, -0.1, 0.0], [0.0, -0.1, 0.0], [0.0, 0.0, 0.0], [0.0, 0.0, 0.0], [0.0, 0.0, 0.0], [0.0, 0.0, 0.0], [0.2, 0.4, 0.4], [0.1, 0.2, 0.0], [0.0, 0.0, 0.0], [0.0, 0.0, 0.0], [0.0, -0.1, 0.1], [0.0, 0.0, 0.0], [0.0, 0.0, 0.0], [0.0, 0.0, -0.1], [0.0, 0.0, 0.0], [-0.2, -0.4, -0.1], [-0.1, -0.6, -0.2], [0.0, 0.0, 0.0], [0.0, 0.0, 0.0], [0.0, 0.0, 0.0], [0.0, 0.0, 0.0]]}

---

Looking at electronic energy for the records above, in order, we have -24841.54725 -27280.68241 -68889.70267 -81241.03698 eV.